{"formula": "C39H76N7O10", "method": "the ωB97M-V functional and the def2-TZVPD basis", "elements": ["C", "C", "C", "C", "O", "C", "C", "O", "C", "O", "C", "C", "N", "C", "C", "C", "C", "C", "C", "C", "C", "C", "C", "C", "C", "O", "H", "H", "H", "H", "H", "H", "H", "H", "H", "H", "H", "H", "H", "H", "H", "H", "H", "H", "H", "H", "H", "H", "H", "H", "H", "H", "H", "H", "H", "H", "H", "H", "H", "H", "C", "O", "N", "C", "C", "H", "H", "H", "H", "H", "H", "H", "C", "O", "N", "C", "C", "H", "H", "H", "H", "H", "H", "H", "C", "O", "N", "C", "C", "H", "H", "H", "H", "H", "H", "H", "C", "O", "N", "C", "C", "H", "H", "H", "H", "H", "H", "H", "C", "O", "N", "C", "C", "H", "H", "H", "H", "H", "H", "H", "C", "O", "N", "C", "C", "H", "H", "H", "H", "H", "H", "H"], "coordinates": [[8.2440, 3.2436, -3.8052], [7.7615, 4.2709, -4.8447], [7.0084, 3.7080, -6.0909], [6.8997, 2.1847, -6.2076], [5.7090, 1.7609, -5.5207], [4.9804, 0.7729, -6.1385], [5.8361, -0.4327, -6.6175], [6.8192, -0.8231, -5.6929], [7.9879, -1.3709, -6.2982], [4.4210, 1.3406, -7.3436], [3.5463, 0.4486, -8.0266], [2.5914, -0.3457, -7.0985], [2.4930, 0.4197, -5.8354], [1.3237, 0.0446, -4.9630], [0.2458, 1.1136, -5.1337], [-0.7531, 1.0036, -6.0635], [-1.6946, 2.0242, -6.1364], [-1.5995, 3.1069, -5.3054], [-2.6645, 4.2139, -5.4651], [-0.5470, 3.2552, -4.3415], [0.3643, 2.2241, -4.2960], [3.8299, 0.4111, -5.1419], [4.1149, -0.8013, -4.2658], [5.1736, -0.3929, -3.2089], [4.5655, 0.3096, -1.9704], [5.1127, -1.0999, -2.0200], [8.9042, 3.7737, -3.1059], [8.9105, 2.5282, -4.3085], [7.4377, 2.7471, -3.2588], [8.5796, 4.9099, -5.1955], [7.0718, 4.9523, -4.3248], [7.4845, 4.0985, -6.9996], [5.9883, 4.1131, -6.1094], [7.7754, 1.6502, -5.8199], [6.8913, 1.9541, -7.2818], [6.2633, -0.1511, -7.5927], [5.2034, -1.3165, -6.8304], [8.1895, -0.9715, -7.2993], [7.9448, -2.4684, -6.2914], [8.8421, -1.0935, -5.6655], [2.9159, 1.0752, -8.6720], [4.0864, -0.2220, -8.7088], [1.6139, -0.3927, -7.5867], [2.9904, -1.3478, -6.9119], [2.3224, 1.3960, -6.1041], [0.9257, -0.9339, -5.2506], [1.5644, 0.0336, -3.8993], [-0.7534, 0.1203, -6.7017], [-2.4929, 1.9454, -6.8711], [-3.4185, 4.1196, -4.6806], [-2.1338, 5.1702, -5.3863], [-3.1184, 4.1176, -6.4561], [-0.4507, 4.1268, -3.7029], [1.1910, 2.3100, -3.5860], [3.7854, 1.2736, -4.4588], [4.4941, -1.6972, -4.7682], [3.3027, -1.1148, -3.6013], [6.1375, -0.0330, -3.5674], [5.1922, 0.6054, -1.1350], [3.5010, 0.0898, -1.8785], [-2.7504, 2.4638, -1.7325], [-3.0516, 3.0978, -2.7355], [-2.9395, 2.8763, -0.4752], [-2.5565, 2.0682, 0.6776], [-3.5488, 4.1755, -0.2531], [-2.2829, 1.4664, -1.7950], [-3.4346, 1.8602, 1.2865], [-1.8269, 2.6194, 1.2751], [-2.1144, 1.1272, 0.3526], [-4.5385, 4.1989, -0.7106], [-2.9372, 4.9513, -0.7167], [-3.6353, 4.3665, 0.8126], [-4.0846, 2.0066, 4.2522], [-4.0972, 1.6319, 3.0842], [-4.5188, 3.2051, 4.6791], [-4.4755, 3.5758, 6.0803], [-5.0461, 4.1519, 3.7138], [-3.7090, 1.3727, 5.0569], [-5.4863, 3.7915, 6.4327], [-3.8546, 4.4661, 6.2043], [-4.0594, 2.7647, 6.6736], [-5.9022, 3.7134, 3.1984], [-4.2798, 4.3829, 2.9728], [-5.3530, 5.0661, 4.2162], [-5.8883, -0.5567, 6.5053], [-4.8912, 0.0861, 6.2037], [-6.4302, -1.5233, 5.7527], [-7.6165, -2.2487, 6.1669], [-5.8047, -1.8510, 4.4809], [-6.4312, -0.3799, 7.4451], [-7.3830, -3.3131, 6.2414], [-8.4076, -2.1052, 5.4271], [-7.9625, -1.8924, 7.1354], [-4.7750, -2.1682, 4.6509], [-5.7903, -0.9676, 3.8407], [-6.3562, -2.6493, 3.9901], [-6.1734, -1.4997, 9.8942], [-7.2837, -1.7890, 9.4729], [-5.3115, -2.3594, 10.4544], [-4.0060, -1.9429, 10.9287], [-5.7032, -3.7554, 10.5885], [-5.7836, -0.4691, 9.8403], [-3.2308, -2.4969, 10.3962], [-3.9235, -2.1483, 11.9977], [-3.8600, -0.8777, 10.7599], [-5.9194, -4.1657, 9.6036], [-6.6066, -3.8186, 11.1964], [-4.9066, -4.3280, 11.0561], [-7.9749, -5.6775, 8.5181], [-6.9972, -6.3341, 8.8280], [-9.2495, -6.1020, 8.5889], [-10.3635, -5.2590, 8.2013], [-9.5130, -7.4482, 9.0699], [-7.8837, -4.6444, 8.1416], [-11.0298, -5.1175, 9.0543], [-10.9173, -5.7347, 7.3890], [-10.0069, -4.2867, 7.8661], [-9.1222, -7.5580, 10.0821], [-9.0099, -8.1714, 8.4271], [-10.5830, -7.6414, 9.0691], [10.9683, -1.8545, -2.4664], [11.9496, -2.5146, -2.2004], [9.6919, -2.2831, -2.3499], [8.5632, -1.4414, -2.6865], [9.4495, -3.6339, -1.8706], [11.0443, -0.8165, -2.8376], [7.9296, -1.3111, -1.8063], [7.9795, -1.9140, -3.4807], [8.9035, -0.4637, -3.0283], [9.8791, -3.7516, -0.8754], [9.9289, -4.3507, -2.5385], [8.3801, -3.8291, -1.8317]], "atomic_forces_ev_per_a": [[0.96, 0.59, -0.64], [-0.84, 0.12, 0.23], [0.17, 0.09, 0.27], [0.64, 0.64, -0.65], [-0.05, -0.45, -0.14], [0.19, -0.45, -0.56], [-0.11, -0.60, -0.25], [0.05, 0.58, -0.38], [0.60, -0.19, 0.63], [-0.68, -0.47, 0.63], [-0.47, 0.28, -0.73], [0.56, 0.14, -0.81], [0.50, -0.40, 0.07], [-1.64, 0.48, -0.02], [1.29, -0.69, 0.64], [0.05, -0.22, -0.08], [0.23, -0.86, -0.54], [-0.69, 2.13, 0.89], [1.11, -0.62, 0.04], [-0.83, -0.90, -1.58], [0.12, 0.69, 0.51], [0.42, 0.59, 0.76], [0.94, -0.18, 1.08], [-0.86, 1.58, 0.98], [0.97, -3.50, -0.39], [0.07, -0.52, -0.93], [-0.36, -0.19, 0.11], [-0.31, -0.16, 0.33], [0.11, -0.01, -0.21], [0.04, -0.32, 0.20], [0.21, -0.07, -0.15], [-0.01, -0.22, 0.18], [0.17, -0.21, -0.05], [-0.31, 0.15, 0.23], [-0.56, -0.12, 0.27], [0.12, 0.08, 0.34], [-0.09, 0.36, 0.01], [-0.28, -0.13, 0.10], [-0.11, 0.21, -0.33], [-0.24, -0.03, -0.11], [0.30, 0.05, 0.17], [-0.04, -0.03, 0.32], [0.10, -0.16, 0.30], [-0.36, 0.18, 0.32], [0.07, -0.08, 0.06], [0.45, 0.09, -0.03], [0.55, -0.09, -0.34], [-0.37, 0.20, 0.02], [0.07, 0.18, 0.21], [0.17, 0.11, -0.13], [-0.45, -0.01, -0.01], [-0.01, 0.19, 0.22], [-0.22, -0.12, -0.14], [-0.13, -0.26, -0.12], [-0.07, -0.17, -0.21], [-0.19, 0.23, -0.23], [-0.27, 0.08, -0.60], [-0.09, -0.31, 0.12], [-0.50, 1.58, -0.43], [0.00, 1.19, 0.30], [-0.04, 0.02, 0.02], [-0.04, -0.02, 0.24], [0.24, -0.21, -0.06], [-0.25, 0.22, -0.21], [0.00, -0.05, -0.25], [0.00, 0.00, 0.02], [0.29, 0.01, -0.05], [0.00, -0.10, 0.09], [0.01, 0.05, -0.10], [0.00, 0.10, 0.04], [-0.08, 0.06, 0.03], [0.03, -0.09, 0.00], [0.26, -0.14, 0.05], [-0.34, 0.22, 0.37], [0.02, 0.00, -0.05], [-0.04, 0.13, -0.17], [0.01, -0.27, -0.05], [0.06, 0.03, -0.03], [0.05, 0.01, 0.12], [-0.04, 0.00, 0.12], [-0.05, -0.06, -0.08], [0.00, 0.10, -0.07], [-0.06, 0.09, -0.03], [0.03, -0.04, 0.05], [-0.09, 0.10, 0.18], [-0.09, -0.22, 0.12], [-0.04, -0.04, 0.01], [0.05, 0.04, -0.16], [0.11, 0.20, 0.10], [-0.07, -0.05, -0.05], [-0.10, -0.02, 0.02], [-0.05, -0.09, 0.04], [0.11, 0.01, 0.02], [0.00, 0.00, -0.11], [0.08, -0.06, -0.06], [-0.05, 0.00, 0.08], [0.01, 0.09, 0.03], [0.05, -0.11, -0.04], [0.07, 0.13, 0.05], [-0.13, -0.22, 0.00], [-0.21, 0.20, -0.16], [0.04, -0.01, 0.02], [0.08, 0.07, 0.07], [0.12, 0.05, -0.01], [-0.05, -0.01, -0.03], [0.02, -0.18, 0.09], [0.01, -0.13, -0.02], [0.04, 0.07, -0.02], [0.08, 0.14, -0.07], [-0.09, -0.09, 0.04], [-0.04, 0.10, -0.06], [0.03, -0.27, 0.09], [0.24, 0.06, 0.00], [-0.08, 0.03, 0.05], [-0.07, 0.09, -0.08], [-0.08, 0.11, 0.00], [0.06, -0.02, 0.04], [-0.03, -0.10, -0.01], [-0.04, -0.07, 0.07], [0.00, 0.08, -0.03], [0.10, 0.06, -0.02], [-0.09, -0.08, 0.01], [-0.03, 0.18, -0.12], [0.05, -0.31, 0.18], [0.24, 0.06, -0.01], [-0.06, 0.01, 0.00], [-0.13, 0.09, -0.11], [-0.13, 0.13, 0.04], [0.06, -0.03, 0.01], [-0.03, -0.11, -0.01], [-0.02, -0.07, 0.08], [0.00, 0.08, -0.02]], "total_charge": 1, "gap_ev": 8.349, "energy_ev": -72572.3403}